(1)
{"formula": "C4H7NO2", "method": "ωB97M-V with the def2-TZVPD basis set", "e_above_lowest_ev": 3.092, "homo_ev": -9.077, "homo_lumo_gap_ev": 9.46, "elements": ["C", "C", "C", "N", "C", "O", "O", "H", "H", "H", "H", "H", "H", "H"], "coordinates": [[-1.69, -1.23, 0.10], [-0.75, -0.18, -0.46], [1.13, 2.25, -0.25], [1.51, 1.26, 0.53], [1.58, -0.16, 0.28], [2.50, -0.80, 0.70], [0.59, -0.69, -0.44], [-1.45, -1.44, 1.14], [-1.62, -2.17, -0.47], [-2.72, -0.87, 0.04], [-0.98, 0.05, -1.51], [-0.82, 0.74, 0.12], [0.73, 1.77, -1.17], [1.99, 1.49, 1.40]]}

---

(2)
{"formula": "C7H8", "method": "ωB97M-V with the def2-TZVPD basis set", "multiplicity": 2, "e_above_lowest_ev": 1.893, "homo_ev": [0.331, -2.603], "homo_lumo_gap_ev": [4.02, 6.90], "total_charge": -1, "elements": ["C", "C", "C", "C", "C", "C", "C", "H", "H", "H", "H", "H", "H", "H", "H"], "coordinates": [[-0.90, -1.35, 1.84], [0.09, -1.12, -0.50], [-0.15, -0.56, 0.74], [0.09, 0.96, 0.88], [0.39, 1.67, -0.30], [0.50, 1.05, -1.50], [0.50, -0.34, -1.53], [-0.20, -1.42, 2.58], [-1.19, -2.32, 1.60], [-1.83, -0.86, 2.14], [-0.30, -2.09, -0.84], [-0.59, 1.34, 1.69], [-0.06, 2.67, -0.51], [0.09, 1.75, -2.20], [1.03, -0.94, -2.24]]}

---

(3)
{"formula": "C4H6S2", "method": "ωB97M-V with the def2-TZVPD basis set", "e_above_lowest_ev": 2.195, "homo_ev": -9.137, "homo_lumo_gap_ev": 9.82, "elements": ["C", "C", "C", "C", "S", "S", "H", "H", "H", "H", "H", "H"], "coordinates": [[0.98, -1.03, -0.29], [0.75, 0.02, -1.06], [-0.02, -0.79, 0.84], [-0.34, 0.53, -0.16], [-2.03, 0.25, -0.80], [-0.08, 2.11, 0.75], [1.50, -1.92, -0.53], [1.24, 0.46, -2.04], [-0.83, -1.40, 1.05], [0.34, -0.52, 1.78], [-2.26, 1.52, -1.18], [-1.32, 2.74, 0.38]]}

---

(4)
{"formula": "C2H5MgNiO3", "method": "ωB97M-V with the def2-TZVPD basis set", "multiplicity": 4, "e_above_lowest_ev": 0.131, "homo_ev": [-6.480, -8.726], "homo_lumo_gap_ev": [5.78, 7.76], "elements": ["O", "C", "C", "O", "Ni", "H", "H", "H", "H", "Mg", "O", "H"], "coordinates": [[1.39, -0.58, -0.73], [1.42, -0.20, 0.62], [0.28, 0.74, 1.05], [-0.83, 0.45, 0.26], [-2.19, -0.78, -0.05], [2.40, 0.22, 0.93], [1.29, -1.15, 1.18], [0.56, 1.80, 0.94], [0.09, 0.61, 2.13], [-0.15, 0.18, -1.59], [-1.91, -0.48, -1.99], [-2.35, -0.82, -2.77]]}

---

(5)
{"formula": "C32H73N4O11V2", "method": "ωB97M-V with the def2-TZVPD basis set", "multiplicity": 2, "homo_ev": [-11.048, -11.048], "homo_lumo_gap_ev": [3.34, 2.54], "total_charge": 2, "elements": ["O", "V", "O", "O", "V", "O", "C", "C", "O", "H", "H", "H", "H", "H", "C", "O", "C", "C", "N", "C", "C", "O", "C", "H", "H", "H", "H", "H", "H", "H", "H", "H", "H", "H", "H", "H", "H", "H", "C", "O", "C", "C", "N", "C", "C", "O", "C", "H", "H", "H", "H", "H", "H", "H", "H", "H", "H", "H", "H", "H", "H", "H", "C", "C", "C", "C", "C", "C", "N", "O", "C", "C", "C", "H", "H", "H", "H", "H", "H", "H", "H", "H", "H", "H", "H", "H", "H", "H", "H", "H", "H", "H", "C", "C", "C", "C", "C", "C", "N", "O", "C", "C", "C", "H", "H", "H", "H", "H", "H", "H", "H", "H", "H", "H", "H", "H", "H", "H", "H", "H", "H", "H"], "coordinates": [[37.75, 36.23, -34.21], [36.75, 36.79, -35.33], [37.43, 38.11, -35.98], [32.29, 36.75, -35.41], [33.29, 37.88, -35.98], [32.60, 38.37, -37.33], [33.66, 35.24, -38.42], [34.90, 36.07, -38.32], [35.02, 36.63, -37.00], [32.82, 35.90, -38.22], [33.39, 34.42, -37.77], [33.50, 34.90, -39.44], [34.98, 36.86, -39.07], [35.74, 35.41, -38.48], [34.55, 34.36, -34.29], [35.91, 34.59, -34.77], [36.26, 33.65, -35.82], [37.76, 33.79, -36.27], [37.95, 35.19, -36.68], [39.39, 35.34, -37.05], [39.69, 34.92, -38.53], [38.96, 35.73, -39.46], [38.95, 35.19, -40.82], [34.56, 33.30, -34.01], [33.71, 34.38, -34.99], [34.28, 35.00, -33.44], [35.48, 34.04, -36.48], [36.05, 32.62, -35.54], [38.13, 33.16, -37.08], [38.36, 33.50, -35.41], [37.49, 35.08, -37.57], [40.07, 34.75, -36.45], [39.46, 36.43, -37.01], [39.22, 33.94, -38.64], [40.77, 34.90, -38.60], [39.88, 35.58, -41.25], [38.06, 35.53, -41.36], [39.01, 34.12, -41.02], [30.09, 35.60, -39.20], [28.82, 36.36, -39.04], [28.96, 37.78, -39.17], [27.74, 38.48, -38.65], [27.81, 39.06, -37.24], [29.01, 39.86, -36.88], [29.23, 41.15, -37.56], [30.44, 41.60, -36.95], [30.52, 43.07, -36.76], [30.72, 35.88, -40.04], [29.93, 34.52, -39.16], [30.74, 35.69, -38.34], [29.08, 38.04, -40.22], [29.87, 38.13, -38.67], [26.87, 37.83, -38.72], [27.63, 39.42, -39.19], [27.87, 38.25, -36.64], [29.98, 39.39, -37.07], [29.00, 39.98, -35.79], [28.33, 41.70, -37.31], [29.23, 41.09, -38.65], [31.57, 43.35, -36.69], [29.96, 43.36, -35.88], [30.11, 43.77, -37.50], [35.78, 32.10, -41.50], [35.97, 31.11, -40.36], [35.30, 31.68, -39.11], [35.06, 30.77, -38.00], [34.49, 29.49, -38.48], [35.09, 28.76, -39.69], [35.41, 29.83, -40.70], [35.46, 29.41, -41.98], [36.33, 27.94, -39.29], [33.99, 27.87, -40.17], [37.47, 30.96, -40.18], [34.74, 32.14, -41.82], [36.26, 31.77, -42.42], [36.19, 33.11, -41.47], [35.95, 32.43, -38.65], [34.33, 32.03, -39.48], [34.37, 31.17, -37.25], [35.94, 30.38, -37.48], [33.55, 29.96, -38.78], [34.22, 28.82, -37.66], [36.69, 27.30, -40.10], [37.20, 28.45, -38.88], [36.18, 27.44, -38.34], [33.16, 28.35, -40.69], [34.41, 27.12, -40.83], [33.51, 27.40, -39.31], [37.69, 29.93, -40.46], [37.78, 31.37, -39.23], [38.05, 31.50, -40.93], [34.55, 29.50, -42.28], [31.62, 42.74, -42.77], [31.48, 41.19, -43.02], [32.21, 40.91, -44.35], [32.58, 39.50, -44.75], [33.35, 38.89, -43.62], [32.68, 39.02, -42.27], [32.27, 40.44, -42.07], [31.80, 40.64, -40.84], [31.45, 38.08, -42.20], [33.75, 38.59, -41.23], [29.92, 40.87, -43.01], [32.54, 43.25, -42.46], [30.91, 43.01, -41.99], [31.30, 43.33, -43.62], [31.71, 41.46, -45.15], [33.08, 41.56, -44.31], [33.11, 39.44, -45.70], [31.62, 38.99, -44.80], [34.41, 39.14, -43.70], [33.38, 37.83, -43.86], [30.79, 38.21, -43.05], [31.78, 37.04, -42.18], [30.91, 38.22, -41.26], [33.27, 38.40, -40.26], [34.21, 37.66, -41.57], [34.48, 39.40, -41.23], [29.65, 40.02, -43.64], [29.30, 41.74, -43.20], [29.60, 40.59, -42.00], [32.26, 41.48, -40.81]]}

---

(6)
{"formula": "C50H66N4O4Ti", "method": "ωB97M-V with the def2-TZVPD basis set", "multiplicity": 3, "e_above_lowest_ev": 0.241, "homo_ev": [-6.630, -7.304], "homo_lumo_gap_ev": [7.18, 5.74], "elements": ["Ti", "C", "C", "C", "C", "C", "C", "C", "N", "C", "C", "C", "C", "C", "C", "O", "C", "C", "C", "C", "C", "C", "C", "C", "C", "O", "C", "C", "C", "C", "C", "C", "H", "H", "H", "H", "H", "H", "H", "H", "H", "H", "H", "H", "H", "H", "H", "H", "H", "H", "H", "H", "H", "H", "H", "H", "H", "H", "H", "H", "H", "H", "H", "H", "H", "H", "H", "H", "H", "H", "H", "H", "C", "C", "C", "C", "C", "C", "C", "N", "C", "N", "C", "C", "C", "C", "C", "C", "C", "N", "C", "C", "C", "C", "C", "C", "C", "H", "H", "H", "H", "H", "H", "H", "H", "H", "H", "H", "H", "H", "H", "H", "H", "H", "H", "H", "H", "H", "H", "O", "H", "H", "O", "H", "H"], "coordinates": [[1.46, 0.12, 0.07], [-2.30, -0.42, -6.46], [-2.84, -0.52, -5.02], [-3.70, 0.72, -4.76], [-3.75, -1.76, -4.89], [-1.69, -0.65, -4.04], [-1.53, 0.20, -2.98], [-0.43, 0.04, -2.11], [-0.14, 0.79, -1.04], [-0.63, 1.97, -0.57], [-1.91, 2.52, -0.64], [-2.16, 3.78, -0.13], [-1.09, 4.51, 0.40], [0.21, 4.02, 0.51], [0.44, 2.70, 0.08], [1.59, 2.05, 0.17], [1.36, 4.88, 1.04], [0.88, 6.26, 1.50], [2.37, 5.07, -0.11], [2.07, 4.22, 2.23], [-3.59, 4.32, -0.13], [-4.47, 3.39, 0.72], [-3.70, 5.73, 0.44], [-4.12, 4.35, -1.58], [0.61, -0.93, -2.38], [1.68, -0.87, -1.61], [0.42, -1.82, -3.46], [-0.72, -1.66, -4.23], [1.48, -2.85, -3.87], [1.04, -3.70, -5.06], [1.82, -3.84, -2.74], [2.75, -2.08, -4.27], [-3.12, -0.25, -7.16], [-1.60, 0.41, -6.54], [-1.79, -1.34, -6.76], [-4.50, 0.77, -5.51], [-4.17, 0.68, -3.78], [-3.11, 1.64, -4.84], [-4.60, -1.68, -5.57], [-3.20, -2.67, -5.12], [-4.12, -1.83, -3.87], [-2.22, 1.00, -2.80], [-2.71, 1.93, -1.05], [-1.28, 5.51, 0.76], [0.42, 6.82, 0.68], [0.17, 6.18, 2.32], [1.74, 6.84, 1.85], [1.90, 5.61, -0.93], [3.23, 5.64, 0.24], [2.71, 4.10, -0.48], [1.36, 3.99, 3.03], [2.58, 3.31, 1.91], [2.83, 4.90, 2.63], [-4.10, 3.37, 1.75], [-5.50, 3.75, 0.74], [-4.46, 2.37, 0.34], [-3.35, 5.77, 1.48], [-3.13, 6.45, -0.15], [-4.75, 6.04, 0.44], [-4.14, 3.36, -2.02], [-5.14, 4.75, -1.60], [-3.49, 4.99, -2.20], [-0.88, -2.34, -5.06], [0.12, -4.24, -4.84], [0.89, -3.10, -5.96], [1.81, -4.44, -5.29], [0.95, -4.45, -2.50], [2.62, -4.50, -3.07], [2.17, -3.34, -1.84], [2.54, -1.40, -5.09], [3.14, -1.51, -3.43], [3.53, -2.78, -4.60], [0.30, -5.73, 3.38], [0.39, -4.68, 4.46], [0.36, -5.02, 5.81], [0.45, -4.05, 6.80], [0.55, -2.71, 6.44], [0.57, -2.35, 5.11], [0.49, -3.33, 4.12], [0.48, -2.97, 2.75], [1.14, -1.93, 2.17], [2.31, -1.59, 2.75], [3.29, -0.63, 2.38], [3.21, 0.05, 1.16], [4.26, 0.94, 0.90], [5.30, 1.16, 1.79], [5.32, 0.48, 3.00], [4.31, -0.43, 3.32], [4.32, -1.14, 4.65], [0.66, -1.36, 1.09], [-0.61, -1.82, 0.61], [-0.64, -2.75, -0.42], [-1.84, -3.16, -0.98], [-3.03, -2.66, -0.49], [-3.01, -1.78, 0.58], [-1.82, -1.35, 1.16], [-1.84, -0.45, 2.36], [0.41, -6.72, 3.81], [1.09, -5.58, 2.64], [-0.66, -5.68, 2.86], [0.28, -6.06, 6.09], [0.42, -4.34, 7.84], [0.60, -1.95, 7.21], [0.62, -1.31, 4.82], [-0.17, -3.46, 2.15], [2.53, -2.14, 3.56], [4.26, 1.49, -0.04], [6.08, 1.88, 1.57], [6.11, 0.66, 3.72], [5.15, -0.78, 5.25], [4.44, -2.22, 4.53], [3.40, -0.96, 5.21], [0.30, -3.14, -0.78], [-1.83, -3.87, -1.80], [-3.97, -2.98, -0.92], [-3.94, -1.40, 0.98], [-2.74, 0.16, 2.37], [-0.97, 0.19, 2.38], [-1.83, -1.05, 3.28], [3.64, -2.55, -0.25], [4.33, -2.02, 0.16], [3.17, -1.93, -0.83], [0.96, 1.10, 2.76], [0.78, 1.98, 2.39], [1.90, 1.09, 2.95]]}

---

Record-wise maximum force values, in eV/Å: 0.6 3.5 4.7 1.5 5.7 1.8